Entry 1:
C19H15ClF3NO4 | the ωB97M-V functional and the def2-TZVPD basis

```
43
Properties=species:S:1:pos:R:3:forces:R:3:mulliken_charge:R:1
C -6.5501 -2.6478 1.5506 0.09 -0.13 0.17 -0.813
H -6.3230 -2.0594 2.4452 0.01 -0.02 -0.04 0.334
O -7.1314 -1.8532 0.5435 -0.10 0.19 -0.22 -0.415
C -6.4153 -0.8201 0.0313 -0.09 0.18 -0.21 0.670
C -5.1338 -0.4659 0.4271 0.04 -0.05 0.06 -0.278
C -4.4770 0.6206 -0.1632 -0.75 -0.04 -0.37 0.695
C -5.1274 1.3487 -1.1607 0.23 -0.08 0.19 -0.807
C -6.4049 0.9941 -1.5535 -0.03 -0.05 0.03 -0.561
C -7.0498 -0.0770 -0.9689 0.07 -0.19 0.20 -0.606
H -8.0460 -0.3636 -1.2655 -0.12 -0.03 -0.04 0.438
H -6.9057 1.5590 -2.3252 -0.05 0.04 -0.06 0.388
H -4.6374 2.1874 -1.6272 0.05 0.11 -0.06 0.325
C -3.1438 0.9400 0.2960 0.81 0.45 0.06 0.260
C -2.3469 1.9298 -0.1368 -0.47 -0.31 -0.01 -1.090
C -1.0222 2.1173 0.4413 0.25 -0.19 0.38 0.636
O -0.5373 1.4382 1.3285 -0.17 0.15 -0.03 -0.784
O -0.3830 3.1493 -0.1278 -0.32 -0.05 -0.27 -0.339
C 0.8938 3.5269 0.3764 0.45 0.15 0.24 -0.730
H 0.8824 3.5083 1.4721 -0.05 0.05 -0.16 0.362
H 1.0606 4.5401 0.0079 0.03 -0.23 0.06 0.287
C 2.0230 2.6200 -0.1478 -0.54 0.20 0.11 0.673
O 2.7482 2.9435 -1.0539 0.00 0.13 -0.28 -0.570
N 2.0829 1.4398 0.5290 -0.13 -0.28 0.44 -0.057
C 2.9555 0.3878 0.2387 0.37 -0.14 -0.22 0.081
C 2.4331 -0.8971 0.1204 0.24 -0.06 -0.06 -0.551
C 3.2604 -1.9663 -0.1804 -0.02 0.00 -0.01 -0.231
C 4.6243 -1.7748 -0.3654 -0.22 0.01 0.03 -0.760
C 5.1543 -0.5081 -0.2182 -0.06 0.02 0.01 -0.570
C 4.3366 0.5681 0.1005 -0.24 -0.21 -0.03 0.620
Cl 5.0571 2.0992 0.3862 0.29 0.05 0.18 -0.198
H 6.2138 -0.3454 -0.3314 0.10 0.05 -0.01 0.437
H 5.2613 -2.6093 -0.6118 0.07 -0.06 -0.03 0.436
C 2.6789 -3.3485 -0.2716 -0.09 -0.27 0.10 0.943
F 3.3447 -4.1390 -1.1253 0.23 0.07 -0.15 -0.271
F 2.7005 -3.9835 0.9183 0.07 0.08 0.18 -0.252
F 1.3968 -3.3517 -0.6674 -0.17 0.22 -0.06 -0.266
H 1.3724 -1.0484 0.2561 -0.10 0.01 -0.04 0.524
H 1.2565 1.2039 1.0850 0.28 0.22 -0.15 0.344
H -2.6184 2.6272 -0.9118 -0.13 0.04 -0.10 0.396
H -2.7488 0.3066 1.0825 0.07 -0.01 0.05 0.339
H -4.6191 -1.0207 1.1961 0.03 -0.07 0.08 0.394
H -5.6401 -3.1423 1.1969 -0.02 0.03 0.02 0.337
H -7.2961 -3.4015 1.7964 0.09 0.04 0.02 0.232
```
Positions in Å, forces in eV/Å.

E_LUMO, eV: -0.5
Structure (SMILES): COc1cccc(/C=C/C(=O)OCC(=O)Nc2cc(C(F)(F)F)ccc2Cl)c1
Highest occupied orbital energy, eV: -8.8

Entry 2:
C19H15ClN4O3 | the ωB97M-V functional and the def2-TZVPD basis

```
42
Properties=species:S:1:pos:R:3:forces:R:3:mulliken_charge:R:1
N 3.2005 -2.5416 -0.2567 0.21 -0.13 -0.28 -0.448
C 2.2780 -1.5815 -0.0029 0.45 0.01 -0.68 -0.123
N 1.9868 -0.5987 -0.7657 -0.61 0.65 -0.10 0.016
O 2.7997 -0.4822 -1.9146 0.63 -1.21 0.77 -0.317
C 2.4965 0.4767 -2.8180 0.00 0.34 -0.34 0.054
O 3.2026 0.5317 -3.7948 -0.25 -0.04 0.27 -0.616
C 1.3212 1.3502 -2.6285 -0.11 0.01 0.33 0.479
C 0.7429 1.6619 -1.4269 0.44 -0.14 -0.25 0.013
N -0.3669 2.4144 -1.3494 -0.02 0.13 -0.10 0.258
C -1.0106 2.9696 -2.4712 -0.06 0.07 -0.02 0.502
O -2.0265 3.6260 -2.3253 -0.17 0.09 -0.11 -0.684
C -0.3579 2.6909 -3.7235 0.12 -0.07 -0.25 -0.718
C 0.7473 1.9164 -3.8025 -0.15 0.11 0.16 -0.533
H 1.2228 1.7038 -4.7484 0.01 0.01 -0.09 0.464
H -0.8122 3.1259 -4.5996 -0.04 0.03 -0.04 0.418
C -0.9785 2.6180 -0.0545 -0.32 0.31 0.36 -1.583
C -1.5075 1.3536 0.5791 0.00 -0.05 -0.04 0.967
C -1.5016 0.1247 -0.0643 -0.03 0.13 0.04 0.147
C -1.9915 -1.0062 0.5653 -0.08 -0.08 0.14 -1.052
C -2.4998 -0.9062 1.8474 0.06 0.17 -0.18 0.451
C -2.5308 0.3145 2.5025 -0.06 -0.03 -0.02 -0.861
C -2.0330 1.4339 1.8646 0.03 -0.05 -0.11 -0.637
H -2.0531 2.3867 2.3728 0.00 0.13 0.08 0.464
H -2.9374 0.3837 3.4993 -0.04 -0.02 0.10 0.448
Cl -3.0941 -2.3198 2.6444 -0.16 -0.21 0.11 -0.195
H -1.9765 -1.9594 0.0607 -0.01 -0.11 -0.03 0.441
H -1.1108 0.0278 -1.0646 0.05 -0.01 -0.10 0.470
H -1.8077 3.3180 -0.2187 0.28 -0.13 0.09 0.492
H -0.2548 3.0846 0.6221 -0.04 -0.01 -0.10 0.330
H 1.1397 1.3068 -0.4882 -0.11 0.05 -0.04 0.640
C 1.4874 -1.6789 1.2440 -0.24 -0.27 0.37 0.764
N 1.2191 -0.5353 1.8650 0.30 0.26 -0.32 -0.355
C 0.5575 -0.5821 3.0047 -0.11 -0.07 0.29 -0.228
C 0.1184 -1.7621 3.5887 0.14 -0.14 -0.11 -0.700
C 0.3749 -2.9522 2.9283 0.03 0.15 0.09 -0.285
C 1.0774 -2.9161 1.7351 0.06 0.17 -0.09 -0.767
H 1.2878 -3.8213 1.1863 0.02 -0.08 -0.06 0.452
H 0.0350 -3.8931 3.3351 -0.04 -0.06 0.02 0.448
H -0.4141 -1.7486 4.5260 -0.08 0.03 0.08 0.407
H 0.3782 0.3751 3.4754 -0.07 0.03 0.10 0.496
H 3.8062 -2.3903 -1.0478 0.00 -0.07 0.03 0.239
H 3.5400 -3.1247 0.4874 -0.01 0.12 0.02 0.241
```
Positions in Å, forces in eV/Å.

E_LUMO, eV: 0.3
Structure (SMILES): N/C(=N\OC(=O)c1ccc(=O)n(Cc2ccc(Cl)cc2)c1)c1ccccn1
ΔE to the lowest compared entry with this formula, charge and spin, eV: 0.135
Highest occupied orbital energy, eV: -8.5

Entry 3:
C19H15ClN4O3S | the ωB97M-V functional and the def2-TZVPD basis

```
43
Properties=species:S:1:pos:R:3:forces:R:3:mulliken_charge:R:1
O -5.6042 -0.8112 -0.8509 -0.08 -0.18 -0.08 -0.628
C -4.4699 -0.4579 -0.6182 -0.08 0.12 0.12 0.133
N -4.1778 0.8819 -0.4742 -0.44 0.36 -0.01 -0.108
C -2.9243 1.4541 -0.2601 0.57 0.31 0.06 -0.201
C -1.8146 1.0192 -0.9901 -0.01 0.35 0.04 -0.034
C -0.5453 1.4277 -0.6335 -0.12 -0.10 -0.20 -0.149
C -0.3916 2.3205 0.4099 0.52 0.15 0.19 0.074
C -1.4872 2.8638 1.0550 0.13 0.14 0.08 -0.755
C -2.7585 2.4343 0.7187 -0.01 -0.22 -0.19 -0.646
H -3.6198 2.8188 1.2443 -0.08 0.01 0.09 0.419
H -1.3265 3.5918 1.8339 -0.08 0.11 0.11 0.494
S 1.2211 2.6575 1.0913 0.11 0.12 -0.15 1.360
O 1.6097 1.5419 1.8983 -0.02 -0.13 -0.19 -0.575
O 1.2293 3.9614 1.6813 -0.11 0.15 -0.29 -0.743
N 2.2685 2.7756 -0.2488 -0.86 0.45 0.80 -0.281
C 2.9956 1.6902 -0.6601 0.59 -1.12 -0.44 0.465
N 2.3701 0.5180 -0.6698 -0.07 0.13 0.04 -0.135
C 3.0802 -0.5332 -1.0415 0.30 -0.08 -0.08 -0.076
C 4.4087 -0.4330 -1.4257 -0.08 0.12 0.03 -0.824
C 4.9438 0.8476 -1.4276 -0.05 -0.32 -0.05 -0.110
N 4.2505 1.9055 -1.0467 -0.22 0.61 0.22 -0.704
H 5.9617 1.0452 -1.7378 0.07 -0.08 -0.04 0.407
H 4.9848 -1.2943 -1.7172 0.05 -0.08 -0.04 0.389
H 2.5500 -1.4766 -1.0348 0.05 -0.15 -0.02 0.474
H 2.7851 3.6435 -0.2629 -0.07 0.16 0.13 0.366
H 0.3298 1.0348 -1.1247 -0.06 -0.06 -0.11 0.353
H -1.9526 0.3259 -1.8042 0.03 -0.03 -0.05 0.498
H -4.9903 1.4777 -0.3727 0.05 -0.17 -0.05 0.263
C -3.3322 -1.3932 -0.4559 0.11 -0.37 0.42 -0.701
C -2.4551 -1.3138 0.5478 -0.57 -0.02 -0.28 -0.137
C -1.2373 -2.0986 0.6755 0.40 -0.25 0.12 0.517
C -1.0770 -3.3604 0.1020 -0.01 0.13 0.09 -0.310
C 0.1370 -4.0155 0.1639 0.09 -0.01 -0.03 -0.805
C 1.2117 -3.4033 0.7933 -0.23 0.19 0.04 0.402
C 1.0729 -2.1567 1.3844 0.13 -0.16 -0.03 -0.951
C -0.1496 -1.5184 1.3334 -0.22 -0.11 -0.15 -0.018
H -0.2403 -0.5396 1.7795 -0.05 0.14 0.06 0.327
H 1.9069 -1.6779 1.8716 0.13 0.01 0.05 0.500
Cl 2.7437 -4.2035 0.8343 0.20 -0.09 0.00 -0.210
H 0.2568 -4.9928 -0.2772 0.03 -0.08 -0.02 0.447
H -1.9136 -3.8403 -0.3822 -0.09 -0.06 -0.06 0.449
H -2.5736 -0.5425 1.2986 -0.02 0.15 -0.01 0.440
H -3.2764 -2.1743 -1.2003 0.07 -0.05 -0.12 0.325
```
Positions in Å, forces in eV/Å.

E_LUMO, eV: -0.1
Structure (SMILES): O=C(/C=C/c1ccc(Cl)cc1)Nc1ccc(S(=O)(=O)Nc2ncccn2)cc1
ΔE to the lowest compared entry with this formula, charge and spin, eV: 0.000
Highest occupied orbital energy, eV: -8.8

Entry 4:
C19H15CoN3O9S | the ωB97M-V functional and the def2-TZVPD basis

```
48
Properties=species:S:1:pos:R:3:forces:R:3:mulliken_charge:R:1
Co 8.1783 9.2830 8.4732 0.45 0.05 -0.62 0.376
O 8.9785 5.3602 7.4854 -1.01 0.54 1.87 -0.782
C 8.6386 6.4330 8.0309 0.68 0.55 -1.16 0.419
O 8.7719 7.5665 7.4603 -0.16 -0.08 0.74 -0.509
C 8.0485 6.5816 9.4895 -0.04 1.23 -0.10 0.605
C 7.4754 5.5112 10.1674 1.21 0.30 -1.72 -0.495
C 7.0778 5.7589 11.4614 -1.25 -0.62 1.31 -0.291
C 7.1809 7.0489 12.0135 1.63 -1.28 -4.87 -0.944
C 7.6940 8.1356 11.2869 -0.11 -2.09 -0.92 0.803
N 8.0886 7.8690 10.0050 -0.14 -0.51 0.34 -0.060
C 7.8425 9.5112 12.0199 -1.25 -0.24 -1.19 0.162
O 8.9556 10.0150 11.8711 0.90 0.48 0.20 -0.675
O 6.8059 9.9339 12.5716 0.52 -0.42 0.12 -0.763
H 7.4711 4.5990 9.5161 -0.22 0.51 1.34 0.353
H 6.5924 4.9085 12.0335 0.68 1.23 -0.45 0.269
H 6.9276 7.3031 12.9185 -1.70 0.72 5.02 0.755
O 9.6729 13.1130 7.8955 1.55 1.03 -0.84 -0.814
C 8.9684 12.1837 8.2122 -1.52 -2.20 0.53 -0.064
O 9.3098 10.9426 8.3831 0.45 1.06 0.16 -0.548
C 7.5202 12.5215 8.5143 -0.48 -0.58 -1.25 0.567
C 6.9937 11.8589 9.7451 -0.38 -0.78 1.25 0.195
C 5.8288 12.6877 10.3098 -0.10 1.30 1.31 -0.777
C 4.6768 12.4477 9.3062 1.15 0.16 -1.51 -1.120
C 5.4038 11.4371 8.3372 -0.92 -1.62 0.49 -0.120
O 6.3033 10.6848 9.2209 -0.46 0.55 0.40 -0.263
C 6.4467 12.0806 7.4249 0.52 0.26 1.81 -0.150
C 6.7615 10.9224 6.5167 -0.81 -1.70 -3.19 0.214
O 6.1030 11.0533 5.4486 0.93 -0.30 0.64 -0.795
O 7.4094 9.8121 6.7708 -1.25 2.38 -0.03 -0.421
H 7.4695 13.5704 8.6179 0.03 1.28 0.08 0.688
H 7.7611 11.5221 10.4716 -0.57 0.32 -0.33 -0.133
H 6.0843 13.7758 10.4081 0.00 -0.86 -0.24 0.389
H 5.5480 12.3828 11.3513 0.28 -0.14 -1.00 0.356
H 4.2852 13.2907 8.7023 0.89 0.11 0.25 0.344
H 3.7812 12.1635 9.8018 -0.60 -1.25 0.41 0.330
H 4.7867 10.6927 7.7577 0.34 0.88 0.83 0.478
H 5.9850 12.8923 6.8494 0.61 -0.23 0.02 0.516
S 11.9954 16.1789 12.4816 0.18 0.64 0.19 -0.495
C 11.3701 14.7234 11.9326 1.09 2.51 -2.08 -0.059
N 11.4362 14.5341 10.5339 0.12 -1.21 1.59 -0.076
C 11.3334 13.3044 10.0163 -1.25 -0.57 1.32 -0.414
C 10.8693 12.2714 10.8468 0.11 0.62 0.44 -0.527
C 10.5734 12.6166 12.2076 1.02 0.94 -1.91 -0.089
N 10.8740 13.8197 12.7032 -1.07 -2.26 1.04 -0.524
H 11.7600 15.3010 9.9816 0.12 0.41 -0.07 0.257
H 11.4315 13.2620 8.9550 0.17 -0.54 -0.43 0.737
H 10.6468 11.2888 10.4409 0.06 0.22 0.13 0.432
H 10.1258 11.9525 12.9051 -0.39 -0.80 0.09 0.663
```
Positions in Å, forces in eV/Å.

E_LUMO (spin up / spin down), eV: 4.5 / 4.5
ΔE to the lowest compared entry with this formula, charge and spin, eV: 1.334
Highest occupied orbital energy (spin up / spin down), eV: -3.4 / -3.4
Multiplicity: 4
Total charge: -2

no.,E_tot (a.u.)
1,-1848.56999
2,-1637.96863
3,-2036.16830
4,-3355.58606